Entry 1:
42
Properties=species:S:1:pos:R:3 method="wB97M-V/def2-TZVPD" lumo_energy_ev=0.624 orbital_gap_ev=8.72 smiles="CCN1CCN(CCC(=O)Nc2ccccc2)CC1" total_charge=0 e_above_lowest_kcal_mol=16.4
C 5.46143 1.62198 -1.70238
H 6.23377 1.96674 -1.02093
H 5.93089 1.14645 -2.56000
H 4.90225 2.48557 -2.05244
C 4.55164 0.62649 -0.98667
N 4.03240 1.20098 0.24370
C 2.89299 2.07924 0.06784
C 1.57226 1.32622 -0.15538
N 1.35150 0.42357 0.95629
C 2.43995 -0.52847 1.06265
C 3.74141 0.24974 1.29665
H 4.58017 -0.44129 1.39956
H 3.64081 0.81736 2.22655
H 2.24628 -1.18883 1.91012
H 2.54412 -1.14750 0.15403
C 0.03012 -0.14422 1.03300
C -0.37885 -1.08710 -0.12678
C -1.76899 -1.62447 0.14088
O -1.96553 -2.69747 0.66583
N -2.74942 -0.75194 -0.23649
C -4.13749 -0.86913 -0.10821
C -4.75337 -1.97405 0.47124
C -6.13257 -2.02007 0.56266
C -6.91072 -0.97972 0.08446
C -6.29887 0.12084 -0.49203
C -4.92223 0.17794 -0.58867
H -4.44739 1.03937 -1.03951
H -6.89503 0.93894 -0.86878
H -7.98666 -1.02420 0.15973
H -6.60227 -2.88131 1.01390
H -4.15021 -2.78474 0.84294
H -2.44674 0.11167 -0.66592
H -0.34436 -0.55033 -1.07658
H 0.30984 -1.93121 -0.16296
H -0.03438 -0.70527 1.96940
H -0.68026 0.68771 1.08818
H 0.74966 2.04467 -0.19480
H 1.61257 0.79323 -1.12263
H 3.08095 2.75183 -0.76973
H 2.79934 2.67631 0.97948
H 3.75919 0.29828 -1.67760
H 5.14179 -0.25380 -0.72059

Entry 2:
44
Properties=species:S:1:pos:R:3 method="wB97M-V/def2-TZVPD" lumo_energy_ev=0.360 orbital_gap_ev=9.45 total_charge=0 e_above_lowest_kcal_mol=237.0
C -2.30193 0.56894 0.36765
C -0.95125 0.14113 -0.28058
C -3.22608 -0.65496 0.46568
C -4.64294 -0.45026 0.82469
C -5.37874 0.15012 -0.50897
C -6.76847 0.89822 -0.06895
C 1.51420 -0.15527 0.15012
C 1.91436 -1.53104 -0.27394
C 2.52517 0.13686 1.31688
C 4.01820 0.32822 0.64685
C 4.91018 -0.90316 0.55960
C 4.21739 1.63415 0.35594
C 6.04271 -0.33658 -0.21299
C 5.34179 2.05503 -0.37223
C 6.17862 1.01428 -0.71886
H -3.13708 1.22586 -1.54400
H -3.58558 2.29918 -0.40186
H -1.93010 1.14778 1.51886
H -2.55554 -1.32791 1.18496
H -2.94709 -1.31049 -0.52464
H -5.30520 -1.22207 1.09832
H -4.78864 0.36692 1.51297
H -4.78348 0.71813 -1.31056
H -5.68116 -0.76749 -1.13596
H -6.62206 1.56683 0.80062
H -7.10836 1.77587 -0.95298
H -7.31323 -0.93526 -0.40790
H -7.63910 -0.47599 1.36400
H 0.06630 0.57899 1.57856
H 1.92516 0.64060 -0.54395
H 2.14125 1.14945 1.86328
H 2.53718 -0.67575 2.11259
H 4.66517 -2.19543 0.44061
H 3.55336 2.51102 0.67469
H 6.92078 -1.02241 -0.49359
H 5.58078 3.08197 -0.65877
H 7.01703 1.35604 -1.17188
H 0.36200 -1.13098 -1.25425
N -2.79453 1.63745 -0.54180
N -7.73503 -0.22895 0.19455
N 0.19777 0.13028 0.55473
O -1.05488 -0.32794 -1.50096
O 2.75040 -2.18180 0.20165
O 0.87832 -1.92782 -1.03904

Entry 3:
42
Properties=species:S:1:pos:R:3 method="wB97M-V/def2-TZVPD" lumo_energy_ev=0.707 orbital_gap_ev=8.72 smiles="COc1ccc(OCCCC(=O)NCC(C)C)cc1" total_charge=0 e_above_lowest_kcal_mol=46.8
C 5.46682 1.89259 0.21931
H 5.86703 2.80691 -0.21622
O 4.37800 1.52951 -0.59265
C 3.68251 0.39751 -0.27523
C 3.95638 -0.43740 0.80301
C 3.17398 -1.55278 1.03090
C 2.10661 -1.87139 0.19581
C 1.84196 -1.04089 -0.88989
C 2.62037 0.07729 -1.11609
H 2.41764 0.72446 -1.95499
H 1.04072 -1.25647 -1.57948
O 1.41750 -3.00744 0.51961
C 0.20166 -3.28381 -0.13857
C -0.91550 -2.32488 0.28522
H -0.54617 -1.29984 0.19647
H -1.15215 -2.49449 1.33658
C -2.17705 -2.50063 -0.56205
C -3.16350 -1.38928 -0.22733
O -4.12635 -1.54328 0.49083
N -2.84915 -0.20856 -0.80721
H -2.00473 -0.13838 -1.35140
C -3.52773 1.02562 -0.49122
H -4.48522 0.74549 -0.04668
C -2.73815 1.90119 0.49402
C -3.57378 3.12144 0.86957
H -3.77952 3.72583 -0.01155
H -4.52090 2.81644 1.30720
H -3.04386 3.73736 1.59193
C -1.39752 2.33351 -0.09765
H -0.74508 1.48088 -0.27509
H -1.54869 2.85947 -1.03864
H -0.88403 3.00348 0.58771
H -2.55218 1.30769 1.39544
H -3.71078 1.57992 -1.41715
H -1.92626 -2.46492 -1.62473
H -2.64399 -3.46061 -0.34365
H -0.04640 -4.30740 0.15314
H 0.33532 -3.26301 -1.22872
H 3.38080 -2.20322 1.86582
H 4.77360 -0.23083 1.47545
H 6.24480 1.12203 0.21856
H 5.15303 2.09089 1.24956

Entry 4:
42
Properties=species:S:1:pos:R:3 method="wB97M-V/def2-TZVPD" lumo_energy_ev=0.707 orbital_gap_ev=9.16 smiles="CCOCCCNC(=O)CCCOc1ccccc1" total_charge=0 e_above_lowest_kcal_mol=50.2
C -5.85046 -1.63379 0.50998
C -5.66587 -0.37062 -0.32987
O -4.66345 0.49735 0.16068
C -3.38888 0.38729 -0.42284
C -2.57002 -0.81745 0.05813
H -2.95410 -1.73601 -0.38698
C -1.09603 -0.67709 -0.32302
N -0.46710 0.44522 0.33231
C -0.03077 1.53712 -0.33596
O -0.08061 1.63200 -1.54462
C 0.59834 2.59264 0.55922
C 2.03249 2.18581 0.91260
C 2.94840 2.22461 -0.31828
H 3.25910 3.25235 -0.52350
O 4.15277 1.52023 -0.10407
C 4.14204 0.15717 -0.12670
C 3.05450 -0.63842 -0.47353
C 3.18175 -2.01800 -0.46792
C 4.37510 -2.62107 -0.11852
C 5.46059 -1.82960 0.22400
C 5.34759 -0.45536 0.22153
H 6.18264 0.17560 0.48272
H 6.40053 -2.28728 0.49494
H 4.46194 -3.69699 -0.11549
H 2.33071 -2.62385 -0.74452
H 2.11081 -0.20394 -0.76231
H 2.42271 1.84617 -1.20151
H 2.03945 1.17280 1.32369
H 2.43061 2.85523 1.67730
H 0.60848 3.54004 0.01963
H 0.01012 2.70980 1.47072
H -0.45383 0.44125 1.33977
H -0.99829 -0.50168 -1.39719
H -0.55787 -1.59432 -0.05926
H -2.66665 -0.89469 1.14378
H -3.46672 0.36483 -1.51943
H -2.87493 1.30978 -0.13719
H -6.59323 0.21197 -0.29807
H -5.46018 -0.63480 -1.37566
H -6.73064 -2.17074 0.16583
H -5.99070 -1.36029 1.55241
H -4.99034 -2.29323 0.43721

Entry 5:
64
Properties=species:S:1:pos:R:3 method="wB97M-V/def2-TZVPD" lumo_energy_ev=-7.793 orbital_gap_ev=1.24 total_charge=0 e_above_lowest_kcal_mol=179.4
Al 1.91584 -0.40771 1.77034
C -1.56893 -4.69441 7.21307
F -1.95242 -4.48943 8.47141
F -1.32587 -5.97267 7.00783
F -2.52333 -4.21002 6.40937
S 0.05444 -3.69139 6.86708
O -0.27097 -2.31415 6.54083
O 0.92127 -3.94083 8.03833
O 0.67427 -4.26736 5.68965
C 5.12510 7.00340 1.93662
F 4.63764 8.15055 1.32314
F 6.45298 7.03823 2.19895
F 4.53566 6.87777 3.10920
S 4.76520 5.45287 0.88393
O 3.33921 5.23416 1.06382
O 5.20565 5.71534 -0.49614
O 5.36186 4.22741 1.44866
C -1.35923 -7.94996 0.42264
F -0.25590 -8.81080 0.32962
F -2.35001 -8.36566 -0.34044
F -1.78446 -7.76414 1.64490
S -0.69603 -6.21867 -0.28240
O 0.69118 -5.96865 0.12387
O -0.87268 -6.23965 -1.74786
O -1.36050 -5.05845 0.33609
C -5.06690 3.25044 3.70195
C -5.89080 2.14999 3.11244
C -4.90806 0.95179 2.98754
O -3.63309 1.52303 3.19004
C -3.76558 2.70606 4.05797
H -5.44622 3.76997 4.58189
H -4.98425 4.03679 2.95166
H -6.32156 2.36977 2.13559
H -6.71697 1.87870 3.76966
H -5.02463 0.68255 1.93777
H -5.26501 0.11115 3.58252
H -2.91268 3.38449 4.03819
H -3.72866 2.42028 5.10919
C -2.13089 3.18081 -4.47041
C -2.36583 1.68855 -4.74326
C -1.90901 0.97207 -3.50202
O -1.36563 1.98604 -2.66326
C -2.16077 3.18987 -2.94816
H -2.81016 3.83271 -5.01970
H -1.08557 3.40134 -4.68671
H -1.85465 1.27077 -5.61058
H -3.43212 1.50612 -4.87685
H -1.09702 0.27622 -3.71316
H -2.65986 0.50148 -2.86729
H -1.48464 3.98391 -2.63124
H -3.03306 3.11085 -2.29934
C 5.49742 -1.95999 -5.59553
C 4.60623 -0.83732 -5.86923
C 4.65428 -0.12755 -4.52915
O 4.48312 -1.16973 -3.57763
C 4.85880 -2.46028 -4.25271
H 6.51783 -1.62930 -5.40186
H 5.42714 -2.70998 -6.38336
H 3.61717 -1.17903 -6.17435
H 5.01627 -0.11591 -6.57601
H 3.85818 0.59408 -4.34592
H 5.62828 0.28470 -4.26556
H 3.97669 -3.07658 -4.42637
H 5.55234 -3.08439 -3.68915

Entry 6:
47
Properties=species:S:1:pos:R:3 method="wB97M-V/def2-TZVPD" lumo_energy_ev=-2.044 orbital_gap_ev=8.76 total_charge=+1 e_above_lowest_kcal_mol=7.4
Cu 0.09845 -0.21493 -0.41953
C 3.60569 -0.81009 -0.46698
As 2.21200 0.34963 -1.16423
C 2.54932 0.25722 -3.07192
C 2.88424 2.10415 -0.68598
C 4.20614 2.40533 -1.00135
C 4.75557 3.62844 -0.65205
C 3.97546 4.55830 0.01779
C 2.65324 4.26960 0.32046
C 2.08506 3.04660 -0.02738
As 0.19804 2.66112 0.35138
C -0.34941 4.31320 1.23776
C -0.47506 3.11209 -1.43935
H 4.57186 -0.55976 -0.90242
H 3.35671 -1.84284 -0.70704
H 3.66105 -0.68860 0.61364
H 3.58699 0.50379 -3.29041
H 1.89512 0.95803 -3.58680
H 2.33297 -0.75223 -3.41734
H 4.82254 1.68156 -1.52240
H 5.78463 3.85172 -0.89887
H 4.39413 5.51453 0.30237
H 2.06446 5.01671 0.83682
H -0.14396 5.18990 0.62523
H 0.14625 4.40759 2.20256
H -1.42345 4.24912 1.41064
H -0.05049 4.05892 -1.76938
H -1.56108 3.19624 -1.41741
H -0.20379 2.32966 -2.14816
I -6.01253 0.51054 -0.54515
C -4.11172 -0.27033 -0.55582
C -3.74509 -1.58824 -0.71828
N -2.40588 -1.62753 -0.65115
N -1.87645 -0.41005 -0.45138
C -2.90670 0.42343 -0.39192
H -4.33627 -2.47480 -0.86863
H -1.77869 -2.41899 -0.67677
H -2.75130 1.47512 -0.22568
C 0.97494 -2.02028 2.36422
C 0.60828 -2.90895 1.20865
N 0.77624 -4.22717 1.37485
O 0.19465 -2.44813 0.13971
H 0.85170 -2.51621 3.32531
H 0.36392 -1.12004 2.33496
H 2.02244 -1.73006 2.26053
H 1.11486 -4.61240 2.23861
H 0.59522 -4.84851 0.60308

Entry 7:
73
Properties=species:S:1:pos:R:3 method="wB97M-V/def2-TZVPD" lumo_energy_ev=-8.284 orbital_gap_ev=2.42 total_charge=+2
C -0.38062 0.12666 -6.42536
C -1.21313 0.35566 -5.14133
I -3.48124 0.17343 -5.52697
C -0.79482 1.68255 -4.55707
I -2.27512 2.77497 -3.42443
C 0.48225 1.57907 -3.73741
C 1.50093 2.70779 -3.85593
C 2.51583 2.38542 -2.79134
F 3.63202 1.82664 -3.23170
N 1.80329 1.34780 -1.91297
O 2.17256 1.49876 -0.60018
C 0.34416 1.52581 -2.20826
I -0.80790 0.07766 -1.30591
H -0.85911 -0.55525 -7.11692
H 0.56774 -0.30445 -6.15477
H -0.11958 1.05428 -6.94548
H -0.91040 -0.43218 -4.47669
H -0.59019 2.34356 -5.38563
H 0.99037 0.65024 -3.98348
H 1.89045 2.68147 -4.86098
H 0.99114 3.64378 -3.69978
H 2.65757 3.22966 -2.13696
H 2.11827 0.41994 -2.23201
H 2.19224 0.55317 -0.24925
H 0.12410 2.53822 -1.90217
C -2.23401 4.84825 -0.87398
O -2.42954 3.84174 -0.16504
O -3.19809 5.51469 -1.43949
O -1.06669 5.18419 -1.28916
C -0.32226 1.41275 3.12498
C 1.09940 1.05849 2.90840
O 1.65792 0.80032 1.90664
N 1.99239 1.05347 4.20183
C 1.66854 -0.07516 5.17116
H -0.83033 1.37639 2.16729
H -0.79919 0.70986 3.80910
H -0.40210 2.41910 3.54278
H 1.89780 1.95011 4.68175
H 2.94516 0.95260 3.85040
H 0.65020 0.04719 5.52107
H 2.35344 -0.01974 6.00779
H 1.79765 -1.01658 4.64785
Ca -5.02444 2.64980 -6.06521
O -1.68582 -1.87578 2.74169
Cl -2.26581 -2.70317 1.77423
O -1.37351 -3.31688 0.88707
O -3.39289 -2.14767 1.15624
O -2.86897 -3.91947 2.79955
B 0.99875 -5.26428 5.11470
O 1.64495 -6.57437 5.09024
C 1.51055 -7.14927 3.90813
O 1.90786 -8.20041 3.53565
C 0.70067 -6.13187 3.02669
O 0.38097 -6.29894 1.88249
O 0.42635 -5.04099 3.72130
O -0.04606 -5.18253 6.12052
C 0.19601 -4.17853 6.96029
O -0.46123 -3.82937 7.88136
C 1.53084 -3.49187 6.46201
O 2.05652 -2.52592 6.92999
O 1.94211 -4.15845 5.39468
N -3.53149 6.31276 -4.10788
H -3.13810 5.43790 -3.75958
H -3.79934 6.91386 -3.31775
H -2.83684 6.79252 -4.68143
H -4.35601 6.10277 -4.67115
N 1.94108 -1.99275 0.28108
O 0.93431 -1.76019 0.96077
O 2.43735 -1.10807 -0.47087
O 2.46111 -3.11318 0.36011
K 1.43993 -4.53186 1.27416
Cl -2.97373 -5.42646 2.12988
Mg -2.08620 1.77033 -7.22938

Entry 8:
45
Properties=species:S:1:pos:R:3 method="wB97M-V/def2-TZVPD" lumo_energy_ev=-2.299 orbital_gap_ev=8.10 total_charge=+1 e_above_lowest_kcal_mol=14.3
Be 0.57281 0.24490 0.16194
C 1.22956 1.28716 2.61736
C 2.15256 1.98264 1.62016
N 1.74722 1.62579 0.23273
C 2.89714 1.31768 -0.64208
C 3.45632 -0.07924 -0.36662
S 2.14149 -1.35753 -0.25648
C 2.39093 -2.02694 1.41018
C 2.19709 -0.95612 2.47431
N 1.04569 -0.09955 2.16027
H 1.63713 1.34555 3.63059
H 0.25778 1.77202 2.59713
H 2.12655 3.06068 1.77316
H 3.18480 1.66367 1.76658
H 1.23406 2.41290 -0.15972
H 2.55670 1.36104 -1.67381
H 3.69418 2.05512 -0.51891
H 4.11701 -0.37602 -1.17823
H 4.02701 -0.12122 0.55946
H 1.65055 -2.82341 1.49145
H 3.38167 -2.47619 1.45909
H 2.09982 -1.42898 3.45433
H 3.09147 -0.33663 2.51771
H 0.20773 -0.48272 2.58648
C -1.38404 -0.71465 -4.57440
C -0.44493 0.42755 -4.15627
C -0.02588 0.32333 -2.77555
N 0.28820 0.21792 -1.67940
H -1.62963 -0.60097 -5.62741
H -2.30566 -0.69085 -3.99610
H -0.90873 -1.68341 -4.43191
H -0.94266 1.39217 -4.27499
H 0.45110 0.42660 -4.77974
S -1.26295 1.16551 0.54708
C -2.71763 0.14526 0.63039
C -3.53103 -0.00552 -0.48813
C -4.70288 -0.74335 -0.40038
C -5.06773 -1.33616 0.79917
C -4.25514 -1.19172 1.91388
C -3.08437 -0.45188 1.83336
H -3.24400 0.46850 -1.41771
H -5.33936 -0.84547 -1.27021
H -5.98616 -1.90410 0.86650
H -4.54118 -1.64409 2.85497
H -2.46262 -0.31928 2.70977

Entry 9:
42
Properties=species:S:1:pos:R:3 method="wB97M-V/def2-TZVPD" lumo_energy_ev="-4.408 / -3.015" orbital_gap_ev="7.50 / 8.91" multiplicity=7 s2=12.02 total_charge=+1
Eu -1.01082 -1.40657 -0.62288
C -3.58432 -1.39436 -0.20474
C -3.07795 -0.41836 0.68023
C -2.29605 -1.08241 1.64797
C -2.32084 -2.46329 1.36175
C -3.11901 -2.65168 0.22053
H -4.25512 -1.20951 -1.03046
H -3.26109 0.64289 0.63343
H -1.79745 -0.61318 2.48067
H -1.83788 -3.23622 1.93959
H -3.39158 -3.59937 -0.21846
C 0.89521 3.86846 -2.21849
C 0.64123 3.31658 -0.80943
C 1.92023 3.43671 0.03104
C -0.48221 4.10791 -0.12714
C 0.25032 1.89739 -0.91008
C -0.08830 0.72266 -1.00305
H 1.18831 4.91849 -2.15275
H -0.00095 3.79880 -2.83548
H 1.69730 3.31985 -2.71357
H 2.21398 4.48579 0.10364
H 2.74471 2.88144 -0.41980
H 1.75816 3.06416 1.04541
H -0.18996 5.15632 -0.03859
H -0.67387 3.72288 0.87601
H -1.40852 4.05483 -0.70009
C -0.54396 -4.87563 -1.15867
O -0.35980 -3.55318 -1.73420
H 0.24483 -5.07257 -0.43717
H -0.54114 -5.61267 -1.95643
H -1.50973 -4.86889 -0.66883
H 0.38463 -3.57350 -2.34011
C 1.41008 -0.24418 2.20834
C 1.78539 -1.17056 1.10621
C 3.17734 -1.14377 0.59168
O 0.94655 -1.92100 0.58917
H 2.26983 0.01559 2.82259
H 0.60247 -0.65861 2.80577
H 1.05485 0.66801 1.71227
H 3.87333 -1.34718 1.40858
H 3.37633 -0.11883 0.26098
H 3.31546 -1.84329 -0.22546